A 2-piece molecular cluster, C13H13INO4 overall, computed with ωB97M-V with the def2-TZVPD basis set.

Positions of all 32 atoms, in Å:
C -2.03 -0.63 3.37
C -2.83 0.47 2.53
I -4.71 1.10 3.46
C -3.08 0.02 0.98
C -2.06 0.93 0.11
C -2.50 2.39 -0.26
C -1.51 3.31 -1.06
C -0.10 2.75 -1.49
C 0.23 1.31 -1.08
C -0.69 0.34 -0.29
C -0.02 -1.08 -0.04
O -0.31 -2.03 0.71
N 1.18 -1.01 -0.91
C 1.52 0.39 -1.30
O 2.66 0.73 -1.69
H -1.04 -0.88 2.83
H -2.67 -1.55 3.58
H -1.72 -0.13 4.37
H -2.16 1.41 2.52
H -2.85 -1.09 0.81
H -4.13 0.26 0.61
H -3.52 2.82 0.04
H -1.79 4.39 -1.33
H 0.67 3.35 -2.08
H 1.10 -1.58 -1.78
C 4.30 -1.76 -1.60
C 5.06 -3.00 -2.07
O 4.53 -4.10 -1.76
O 6.11 -2.77 -2.72
H 3.40 -2.03 -1.05
H 4.94 -1.16 -0.94
H 4.01 -1.15 -2.46

Its charge is -1. The value obtained for the HOMO-LUMO gap is 4.362 eV.

A 9-piece molecular cluster, C23H68N6O10 overall, computed with ωB97M-V with the def2-TZVPD basis set.

Positions of all 107 atoms, in Å:
N -0.51 0.88 1.05
H 0.18 0.24 1.61
H -0.08 1.60 0.69
H -1.02 1.03 1.84
H -1.01 0.30 0.40
C 1.55 3.61 0.33
O 0.96 3.58 1.38
O 1.51 4.71 -0.44
O 2.06 2.68 -0.21
H 0.95 5.28 0.01
C -1.30 -1.31 -2.70
C -0.91 -0.87 -4.15
C -2.12 -0.65 -5.04
O -2.73 -1.87 -5.36
C -2.89 -2.15 -6.73
N -0.10 0.33 -4.17
H -0.45 -1.87 -2.11
H -2.13 -2.10 -2.85
H -1.68 -0.58 -2.20
H -0.54 -1.76 -4.62
H -1.71 -0.31 -5.98
H -2.81 0.07 -4.78
H -3.64 -3.00 -7.03
H -1.88 -2.65 -7.12
H -3.19 -1.58 -7.44
H -0.25 0.63 -5.05
H 0.84 -0.01 -3.95
C -1.15 -2.55 1.58
C -1.69 -2.28 2.95
C -1.24 -3.40 4.04
O -1.59 -4.72 3.43
C -1.62 -5.75 4.34
N -1.19 -0.96 3.35
H -1.08 -3.59 1.31
H -0.10 -2.28 1.58
H -1.36 -1.89 0.91
H -2.84 -2.22 2.93
H -1.92 -3.15 5.00
H -0.25 -3.61 4.21
H -1.96 -6.56 3.80
H -2.24 -5.34 5.24
H -0.65 -5.91 4.65
H -1.84 -0.70 4.08
H -0.08 -0.97 3.63
C 2.58 -2.31 -1.47
C 2.98 -0.92 -1.11
C 3.75 -0.22 -2.31
O 2.82 0.04 -3.41
C 3.34 0.93 -4.36
N 1.77 -0.19 -0.81
H 3.41 -3.03 -1.72
H 2.02 -2.22 -2.32
H 1.67 -2.78 -0.74
H 3.48 -1.08 -0.16
H 4.48 -0.88 -2.68
H 4.15 0.83 -1.87
H 4.18 0.49 -5.02
H 3.86 1.80 -4.03
H 2.52 1.19 -5.19
H 1.34 -0.17 -1.79
H 1.97 0.93 -0.73
C 3.16 -1.85 2.65
C 2.83 -1.38 4.05
C 4.04 -0.77 4.79
O 4.96 -1.78 5.01
C 6.20 -1.37 5.43
N 1.88 -0.31 3.93
H 3.17 -1.24 2.06
H 2.57 -2.60 2.39
H 4.27 -2.14 2.63
H 2.43 -2.23 4.56
H 3.92 -0.38 5.74
H 4.54 0.01 4.19
H 6.15 -0.69 6.37
H 6.80 -0.65 4.73
H 7.07 -2.33 5.59
H 1.47 0.02 4.86
H 2.14 0.61 3.31
C -2.49 3.34 -0.46
C -2.26 2.53 -1.67
C -2.50 3.34 -2.99
O -3.74 4.04 -3.19
C -3.88 4.92 -4.21
N -0.99 1.84 -1.70
H -1.67 4.15 -0.37
H -2.28 2.78 0.48
H -3.41 4.02 -0.33
H -2.95 1.77 -1.56
H -2.32 2.65 -3.84
H -1.69 3.84 -3.24
H -3.28 5.92 -4.12
H -4.89 5.21 -4.09
H -3.71 4.85 -5.26
H -0.12 2.44 -1.85
H -0.77 1.16 -2.54
C -4.34 -0.21 0.62
O -3.33 -0.68 -0.28
H -3.99 -0.35 1.81
H -5.42 -0.75 0.58
H -4.38 0.86 0.29
H -3.60 -0.77 -1.17
C -0.77 3.56 4.42
O -1.25 3.50 2.99
H -1.22 4.24 5.23
H 0.26 3.78 4.31
H -0.69 2.68 4.97
H -0.54 3.68 2.21

Its charge is 0. The value obtained for the HOMO-LUMO gap is 9.191 eV.

The records above yield highest occupied orbital energy values of -3.6, -8.7 eV, respectively.